[1]
Here is a cluster of 2 separate species, C9H11O5 in total from the OMol25 dataset. Energies are from the ωB97M-V functional and the def2-TZVPD basis.

Values from the calculation:
Energy above the lowest of the compared OMol25 structures with the same formula, charge and spin, kcal/mol: 0.00
Spin multiplicity: 4
Max |F|, eV/Å: 3.242
DFT total energy, eV: -19741.1346
<S²>: 3.7615
HOMO-LUMO gap (spin up / spin down), hartree: 0.2553 / 0.3223

Last column: natural (NBO) charge in e.
CARTESIAN COORDINATES (ANGSTROEM)
O1 -2.613 -0.107 0.342  0.021
O2 -2.486 -0.410 1.537  0.006
C1 0.863 1.194 -2.452  -0.657
C2 0.637 0.343 -1.242  0.114
C3 -0.083 -0.809 -1.372  -0.329
C4 -0.254 -1.774 -0.306  0.538
O3 0.304 -1.701 0.796  -0.576
C5 -1.200 -2.910 -0.570  -0.710
C6 1.272 0.717 0.040  0.041
C7 0.518 1.282 1.246  0.102
O4 1.288 2.119 0.362  -0.486
C8 1.019 1.126 2.622  -0.634
C9 -0.951 1.566 0.997  0.519
O5 -1.779 2.351 1.242  -0.479
H1 1.704 1.875 -2.296  0.233
H2 1.076 0.561 -3.326  0.228
H3 -0.031 1.788 -2.687  0.243
H4 -0.542 -1.024 -2.343  0.213
H5 -1.426 -3.054 -1.630  0.214
H6 -0.785 -3.830 -0.154  0.241
H7 -2.135 -2.708 -0.045  0.243
H8 2.176 0.166 0.337  0.220
H9 0.426 0.380 3.162  0.238
H10 2.058 0.777 2.575  0.230
H11 0.943 2.081 3.163  0.230

[2]
Here is the ion C8H11N3OS with charge +2 from the OMol25 dataset. Energies are from the ωB97M-V functional and the def2-TZVPD basis.

Values from the calculation:
Energy above the lowest of the compared OMol25 structures with the same formula, charge and spin, kcal/mol: 33.64
Spin multiplicity: 1
Net charge: +2
Max |F|, eV/Å: 5.342
DFT total energy, eV: -25805.2073
HOMO-LUMO gap (spin up / spin down), hartree: 0.2425 / 0.2424

Last column: natural (NBO) charge in e.
CARTESIAN COORDINATES (ANGSTROEM)
C1 1.287 -0.471 0.098  -0.385
C2 1.209 -1.723 0.485  0.907
C3 0.330 0.488 0.210  0.070
C4 -2.247 -1.136 0.360  0.079
C5 -4.284 -2.240 0.260  0.244
C6 2.548 0.037 -0.662  -0.428
C7 0.641 1.906 -0.011  -0.326
C8 2.964 1.444 -0.276  -0.233
N1 -3.716 -3.320 0.151  -0.526
N2 -3.465 -1.133 0.653  -0.604
N3 1.883 2.338 -0.698  -0.448
O1 1.241 -2.694 0.998  -0.194
S1 -1.342 0.461 0.770  0.316
H1 -5.332 -1.888 0.296  0.191
H2 3.357 -0.697 -0.258  0.284
H3 2.563 -0.154 -1.755  0.269
H4 -0.126 2.210 -0.685  0.276
H5 0.562 2.380 0.956  0.288
H6 2.962 1.478 0.760  0.229
H7 3.921 1.797 -0.587  0.278
H8 -4.419 -4.123 0.033  0.395
H9 -4.172 -0.395 0.980  0.422
H10 1.716 2.184 -1.663  0.442
H11 1.919 3.250 -0.417  0.454

[3]
Here is a structure of composition C3H6O from the OMol25 dataset. Energies are from the ωB97M-V functional and the def2-TZVPD basis.

Values from the calculation:
Energy above the lowest of the compared OMol25 structures with the same formula, charge and spin, kcal/mol: 123.50
Spin multiplicity: 1
Max |F|, eV/Å: 5.414
DFT total energy, eV: -5250.3389
HOMO-LUMO gap, hartree: 0.3468

Last column: natural (NBO) charge in e.
CARTESIAN COORDINATES (ANGSTROEM)
C1 0.996 -0.300 0.051  -0.234
C2 -0.094 0.545 -0.050  0.016
C3 -1.263 1.112 0.018  -0.403
O1 -0.158 -1.741 0.290  -0.976
H1 -0.077 -2.453 -0.361  0.442
H2 1.473 -0.427 1.016  0.261
H3 1.508 -0.585 -0.861  0.249
H4 1.151 1.185 -0.032  0.170
H5 -2.144 0.480 0.000  0.247
H6 -1.391 2.184 -0.072  0.227

[4]
Here is a structure of composition C15H34AgBrN2O3 from the OMol25 dataset. Energies are from the ωB97M-V functional and the def2-TZVPD basis.

Values from the calculation:
Energy above the lowest of the compared OMol25 structures with the same formula, charge and spin, kcal/mol: 15.97
Spin multiplicity: 2
Net charge: +1
Max |F|, eV/Å: 2.355
DFT total energy, eV: -99260.7371
<S²>: 0.7539
HOMO-LUMO gap (spin up / spin down), hartree: 0.2432 / 0.1614

Last column: natural (NBO) charge in e.
CARTESIAN COORDINATES (ANGSTROEM)
Ag1 -30.224 6.271 16.086  0.861
Br1 -32.448 7.352 17.340  -0.845
C1 -29.476 12.398 14.896  -0.264
O1 -28.550 11.323 15.043  -0.535
C2 -27.738 11.457 16.190  -0.076
C3 -28.469 11.318 17.509  -0.263
N1 -29.394 10.158 17.492  -0.631
C4 -30.206 9.993 18.681  -0.245
C5 -31.420 10.918 18.799  -0.076
O2 -30.989 12.254 18.941  -0.548
C6 -32.054 13.180 18.835  -0.249
H1 -30.262 12.423 15.657  0.160
H2 -29.959 12.117 13.955  0.198
H3 -28.997 13.371 14.778  0.181
H4 -27.177 12.406 16.198  0.169
H5 -26.871 10.791 16.116  0.188
H6 -28.996 12.247 17.726  0.195
H7 -27.699 11.113 18.256  0.197
H8 -29.996 10.419 16.713  0.353
H9 -29.590 9.980 19.587  0.189
H10 -30.596 8.971 18.722  0.205
H11 -32.047 10.615 19.644  0.151
H12 -32.003 10.756 17.884  0.169
H13 -32.856 12.967 19.546  0.165
H14 -32.426 13.207 17.805  0.170
H15 -31.654 14.171 19.045  0.199
C7 -34.800 4.899 23.090  -0.621
C8 -35.156 6.142 22.285  0.081
C9 -35.736 7.238 23.186  -0.416
C10 -34.679 7.874 24.101  -0.398
C11 -33.522 8.440 23.304  -0.420
C12 -32.891 7.409 22.359  0.079
N2 -33.931 6.678 21.623  0.277
O3 -33.459 5.876 20.641  -0.492
C13 -32.005 8.231 21.391  -0.618
C14 -31.930 6.451 23.083  -0.611
C15 -36.207 5.811 21.226  -0.628
H16 -34.008 4.267 22.682  0.240
H17 -35.688 4.288 23.226  0.253
H18 -34.367 5.204 24.042  0.221
H19 -36.119 8.072 22.592  0.220
H20 -36.517 6.849 23.834  0.246
H21 -34.303 7.107 24.786  0.198
H22 -35.136 8.643 24.723  0.240
H23 -32.798 8.768 24.050  0.244
H24 -33.900 9.313 22.766  0.221
H25 -31.426 9.000 21.899  0.249
H26 -31.374 7.625 20.745  0.240
H27 -32.700 8.825 20.788  0.220
H28 -31.608 5.662 22.402  0.235
H29 -31.060 6.988 23.452  0.250
H30 -32.369 5.949 23.946  0.220
H31 -36.359 6.590 20.476  0.230
H32 -37.197 5.560 21.599  0.252
H33 -35.861 4.934 20.670  0.232
H34 -33.565 6.454 19.844  0.540

[5]
Here is a structure of composition C32H33CdN5O3S4 from the OMol25 dataset. Energies are from the ωB97M-V functional and the def2-TZVPD basis.

Values from the calculation:
Energy above the lowest of the compared OMol25 structures with the same formula, charge and spin, kcal/mol: 33.19
Spin multiplicity: 1
Max |F|, eV/Å: 0.560
DFT total energy, eV: -95217.2289
HOMO-LUMO gap, hartree: 0.2677

Last column: Mulliken charge in e.
CARTESIAN COORDINATES (ANGSTROEM)
Cd1 -0.199 0.537 -0.263  2.984
O1 -4.564 -1.145 0.000  -0.749
C1 -4.241 -2.340 -0.527  0.507
C2 -5.142 -3.390 -0.344  -0.732
C3 -4.854 -4.645 -0.840  -0.275
C4 -3.664 -4.884 -1.528  -0.984
C5 -2.778 -3.844 -1.717  -0.444
C6 -3.046 -2.561 -1.233  0.252
C7 -2.063 -1.467 -1.424  0.564
O2 -2.297 -0.329 -0.874  -1.480
N1 -1.007 -1.748 -2.178  -1.255
N2 -0.091 -0.745 -2.118  1.006
C8 0.766 -0.635 -3.055  -1.997
C9 1.737 0.470 -3.034  0.280
C10 2.726 0.570 -3.929  -0.580
C11 3.645 1.702 -4.104  -0.535
C12 3.950 2.725 -3.296  -0.805
C13 3.524 2.985 -1.879  -0.460
N3 1.536 1.478 -2.041  1.848
H1 -3.783 -0.563 -0.168  0.371
H2 -6.055 -3.192 0.201  0.450
H3 -5.560 -5.451 -0.685  0.384
H4 -3.439 -5.872 -1.907  0.402
H5 -1.846 -3.996 -2.246  0.514
H6 0.757 -1.334 -3.888  0.390
H7 2.827 -0.237 -4.647  0.460
H8 4.142 1.707 -5.068  0.376
H9 4.634 3.463 -3.701  0.407
H10 2.956 3.921 -1.836  0.235
C14 -1.126 3.890 -0.410  -0.898
C15 -1.634 3.278 -1.715  -1.108
N4 -0.751 2.210 -2.165  -0.004
C16 0.627 2.546 -2.480  -1.349
C17 2.742 1.828 -1.287  -0.840
S1 2.485 1.877 0.516  0.032
C18 1.722 3.483 0.913  -0.491
C19 0.320 3.351 1.504  -0.846
N5 -0.657 2.875 0.528  -0.152
H11 -1.916 4.513 0.022  0.481
H12 -0.290 4.561 -0.617  0.425
H13 -1.768 4.082 -2.450  0.374
H14 -2.611 2.820 -1.551  0.403
H15 -1.186 1.659 -2.893  0.343
H16 0.894 3.458 -1.949  0.268
H17 0.772 2.730 -3.550  0.275
H18 4.413 3.156 -1.266  0.550
H19 3.383 0.946 -1.345  0.490
H20 1.734 4.118 0.025  0.317
H21 2.368 3.957 1.651  0.651
H22 0.030 4.323 1.922  0.505
H23 0.343 2.626 2.315  -0.052
H24 -1.437 2.457 1.029  0.214
O3 -0.415 0.142 1.788  -0.737
C20 0.149 -0.937 2.440  3.743
C21 1.456 -0.549 3.136  -0.386
C22 2.682 -1.141 3.146  -0.266
C23 3.639 -0.446 3.947  -0.694
C24 3.113 0.660 4.535  -0.593
S2 1.460 0.856 4.132  -0.155
C25 0.424 -2.046 1.428  -1.381
C26 1.385 -2.040 0.455  -0.133
C27 1.314 -3.165 -0.411  -1.548
C28 0.297 -4.004 -0.071  -0.318
S3 -0.565 -3.436 1.288  -0.136
C29 -0.850 -1.426 3.487  -1.120
C30 -2.190 -1.191 3.471  -0.338
C31 -2.876 -1.827 4.547  -0.799
C32 -2.036 -2.531 5.354  -0.557
S4 -0.414 -2.424 4.818  -0.088
H25 2.898 -2.056 2.615  0.627
H26 4.665 -0.762 4.071  0.435
H27 3.601 1.365 5.189  0.470
H28 2.133 -1.259 0.370  1.002
H29 1.977 -3.331 -1.248  0.395
H30 0.001 -4.922 -0.553  0.503
H31 -2.654 -0.589 2.704  0.468
H32 -3.943 -1.762 4.708  0.417
H33 -2.279 -3.102 6.235  0.467